15
Properties=species:S:1:pos:R:3 method="wB97M-V/def2-TZVPD" molar_mass_g_mol=96.13 lumo_ev=0.962 fmax_ev_per_a=0.30 gap_ev=8.706 total_energy_ev=-8291.6227 e_homo_ev=-7.74
C -1.9176 -0.9206 0.9355
C -0.6341 -0.3943 0.3729
C -0.1973 -0.4768 -0.9426
C 0.9378 0.3729 -0.9938
N 1.6262 1.1705 -1.8023
C 1.3361 0.7580 0.3503
N 0.2042 0.3435 1.1386
H -2.6759 -0.1305 0.9715
H -2.3024 -1.7326 0.3145
H -1.7820 -1.2997 1.9544
H -0.7640 -0.9102 -1.7561
H 1.9310 1.7064 -0.5967
H 1.8392 0.8862 -2.7567
H 2.2522 0.2465 0.6679
H 0.1467 0.3808 2.1426

85
Properties=species:S:1:pos:R:3 method="wB97M-V/def2-TZVPD" molar_mass_g_mol=755.87 multiplicity=5 s2=6.08 lumo_ev="0.580 / -0.712" fmax_ev_per_a=0.77 gap_ev="5.829 / 7.273" total_energy_ev=-64380.9536 e_homo_ev="-5.25 / -7.99"
Pt 0.3908 -0.1388 0.4541
O 1.2815 3.2524 1.2917
C 0.1090 4.0455 1.3269
C -0.4965 4.2883 -0.0568
C -0.9451 3.0228 -0.8186
C -2.0841 2.3238 -0.1315
C -3.4062 2.5497 -0.5048
C -4.4237 1.9299 0.1992
C -4.0925 1.1007 1.2605
C -2.7529 0.9161 1.5565
N -1.7680 1.5041 0.8767
H 1.0269 2.3313 1.0880
H 0.4116 5.0023 1.7583
H -0.6285 3.5988 1.9985
H 0.2334 4.8216 -0.6698
H -1.3592 4.9513 0.0655
H -0.1125 2.3216 -0.9209
H -1.2456 3.3098 -1.8284
H -3.6216 3.2051 -1.3383
H -5.4580 2.0896 -0.0769
H -4.8493 0.5996 1.8472
H -2.4489 0.2637 2.3648
N -1.7573 -1.7230 -0.0180
S -1.9794 -3.1757 0.5562
C -0.8189 -4.1908 -0.3878
C -0.4330 -3.7122 -1.6283
C 0.4378 -4.4623 -2.4074
C 0.9124 -5.6805 -1.9466
C 0.5173 -6.1525 -0.7017
C -0.3512 -5.4108 0.0834
C -1.1494 -3.3155 2.1136
C 0.1942 -2.6564 2.2820
C 0.8989 -3.1987 3.4894
C 0.3339 -4.0625 4.3687
C -0.9860 -4.5331 4.1870
C -1.7003 -4.1555 3.0338
H -2.6693 -1.3035 -0.1730
H -0.7908 -2.7439 -1.9501
H 0.7492 -4.0868 -3.3732
H 1.5942 -6.2612 -2.5531
H 0.8905 -7.0998 -0.3359
H -0.6476 -5.7750 1.0577
H 0.7845 -2.9347 1.3949
H 1.9015 -2.8284 3.6677
H 0.8958 -4.3882 5.2345
H -1.4345 -5.2013 4.9074
H -2.6841 -4.5720 2.8505
C 0.7868 -0.5175 -1.5966
H 1.4805 0.2274 -1.9958
H -0.1619 -0.4721 -2.1371
H 1.2193 -1.5090 -1.7423
C 0.1967 -1.1224 2.2675
C -0.1797 -0.3770 3.4337
C 0.1728 0.9901 3.5376
C -0.2259 1.7648 4.6067
C -1.0012 1.2189 5.6260
C -1.3602 -0.1224 5.5540
C -0.9581 -0.9083 4.4893
H 0.7718 1.4343 2.7502
H 0.0680 2.8064 4.6466
H -1.3186 1.8281 6.4622
H -1.9670 -0.5611 6.3363
H -1.2780 -1.9376 4.4555
C 3.8569 2.1694 -0.6544
C 4.0754 0.6739 -0.4548
P 2.8822 -0.0698 0.7322
C 3.4360 0.5131 2.3813
C 4.8716 0.2394 2.8141
C 3.3349 -1.8567 0.6830
C 4.7584 -2.2366 0.2833
H 4.6471 2.5952 -1.2738
H 3.8422 2.7095 0.2912
H 2.9011 2.3623 -1.1407
H 5.0991 0.4695 -0.1314
H 3.9336 0.1445 -1.4013
H 2.7312 0.0606 3.0856
H 3.2195 1.5851 2.4029
H 5.0668 -0.8299 2.8971
H 5.0648 0.6822 3.7921
H 5.5969 0.6609 2.1171
H 2.6253 -2.3262 -0.0030
H 3.0997 -2.2504 1.6748
H 4.9778 -1.9351 -0.7402
H 4.8850 -3.3189 0.3379
H 5.5075 -1.7813 0.9285

14
Properties=species:S:1:pos:R:3 method="wB97M-V/def2-TZVPD" molar_mass_g_mol=331.92 lumo_ev="-0.752 / -3.379" fmax_ev_per_a=3.20 gap_ev="8.262 / 4.675" total_energy_ev=-22514.3347 e_homo_ev="-9.01 / -8.05"
C 0.6736 1.2314 -1.4295
C -0.2974 -0.2597 1.6262
C -0.3495 0.2426 -0.8898
C 0.5542 0.8425 0.9621
C -0.0225 1.5150 -0.1425
C 0.1717 -0.6027 0.2658
I -3.8673 -1.2389 -0.0628
I 1.3942 -2.2156 -0.1246
H 1.6330 0.8399 -1.3458
H 0.4279 1.7747 -2.3482
H -0.0542 -0.8248 2.5607
H -1.3236 -0.0410 1.5969
H -1.2069 -0.2080 -1.4158
H 1.4106 1.2648 1.5044

75
Properties=species:S:1:pos:R:3 method="wB97M-V/def2-TZVPD" total_charge=-1 molar_mass_g_mol=668.14 lumo_ev=2.701 fmax_ev_per_a=0.65 gap_ev=5.555 total_energy_ev=-63532.8424 e_homo_ev=-2.85
Pd 0.1461 -0.7419 -1.0731
O 2.7544 -1.2348 -2.7706
N 2.5036 -1.2889 -1.3876
C 3.3359 -0.5600 -0.7647
C 3.4061 -0.4530 0.7135
C 4.7068 -0.2512 1.1894
C 4.9899 -0.1983 2.5406
C 3.9555 -0.3576 3.4536
C 2.6630 -0.5215 2.9878
C 2.3460 -0.5385 1.6273
P 0.5785 -0.6250 1.0742
C -0.2256 0.7801 1.9708
C 0.3500 1.7226 2.8163
C -0.3748 2.8253 3.2586
C -1.6914 3.0066 2.8652
C -2.2795 2.0747 2.0172
C -1.5501 0.9868 1.5718
C 0.0634 -2.0424 2.1279
C -0.7867 -1.9439 3.2244
C -1.1780 -3.0797 3.9268
C -0.7109 -4.3285 3.5530
C 0.1433 -4.4369 2.4604
C 0.5146 -3.3098 1.7508
H 1.9363 -1.6018 -3.1322
H 4.0855 -0.0198 -1.3391
H 5.5111 -0.1525 0.4699
H 6.0090 -0.0512 2.8753
H 4.1518 -0.3514 4.5186
H 1.8591 -0.6560 3.7032
H 1.3845 1.6397 3.1199
H 0.1053 3.5517 3.9038
H -2.2475 3.8757 3.1937
H -3.2918 2.2178 1.6604
H -1.9925 0.3106 0.8447
H -1.1552 -0.9757 3.5393
H -1.8529 -2.9795 4.7683
H -1.0134 -5.2125 4.0999
H 0.5098 -5.4082 2.1513
H 1.1497 -3.4102 0.8766
C -4.2205 -1.8687 -3.1717
Si -2.4145 -1.9061 -2.5919
C -2.4043 -3.0827 -1.1293
C -1.4746 -2.7381 -3.9942
N -1.6834 -0.4211 -2.2440
C -2.1165 0.8467 -2.2150
C -3.4636 1.2597 -2.0439
C -3.8546 2.5864 -1.9908
C -2.9321 3.6171 -2.1100
C -1.5973 3.2630 -2.2891
C -1.2133 1.9408 -2.3245
O 0.1223 1.6237 -2.5856
C 1.1249 2.2248 -1.8915
C 2.3611 2.2642 -2.5236
C 3.4635 2.7725 -1.8506
C 3.3417 3.2447 -0.5539
C 2.0956 3.2129 0.0650
C 0.9841 2.7113 -0.5908
H -4.5045 -2.8919 -3.4375
H -4.3763 -1.2367 -4.0480
H -4.9037 -1.5379 -2.3883
H -2.8004 -4.0565 -1.4313
H -3.0185 -2.6977 -0.3111
H -1.3954 -3.2134 -0.7277
H -1.8593 -3.7365 -4.2172
H -0.4190 -2.8343 -3.7280
H -1.5324 -2.1339 -4.9017
H -4.2256 0.5004 -1.9229
H -4.9061 2.8122 -1.8449
H -3.2283 4.6567 -2.0723
H -0.8331 4.0243 -2.4008
H 2.4423 1.8683 -3.5267
H 4.4266 2.7921 -2.3474
H 4.2050 3.6254 -0.0226
H 1.9828 3.5687 1.0809
H 0.0187 2.6789 -0.1040

109
Properties=species:S:1:pos:R:3 method="wB97M-V/def2-TZVPD" total_charge=+1 molar_mass_g_mol=874.75 lumo_ev=-3.544 fmax_ev_per_a=5.17 gap_ev=7.606 total_energy_ev=-97930.0902 e_homo_ev=-11.15
C -1.6892 -3.3250 1.6547
C -1.7151 -2.0274 1.0877
N -2.6956 -1.7479 0.0249
C -3.9520 -1.1087 0.4915
C -3.8805 -0.3782 1.8999
C -2.9686 0.9173 1.9316
N -3.4537 2.0668 2.7166
O -1.8643 1.0480 1.3863
C -2.1173 -1.1186 -1.1300
N -1.4297 -1.8456 -1.9983
C -1.1568 -3.2961 -1.8939
C 0.4056 -3.6630 -1.9838
O 0.5352 -5.0853 -1.8275
C 1.7490 -5.5860 -2.4320
C 1.4516 -7.1211 -2.8214
N -2.2841 0.2964 -1.4485
C -0.9766 1.0130 -1.5852
C -1.3148 2.5824 -1.4455
C -0.0174 3.4998 -1.4575
P 0.9501 3.4551 0.1568
O 1.4694 2.0226 0.3804
O -0.0402 3.8243 1.4802
C 0.7322 4.3179 2.6130
C 0.1256 3.7026 3.9652
O 2.3326 4.4437 0.0875
C 2.0167 5.8120 -0.3111
C 2.4916 6.7682 0.9001
P -3.2880 0.4055 -2.8890
N -2.5053 0.1904 -4.2628
H -0.6746 -3.7125 1.9928
H -2.5948 -3.9876 1.7606
H -0.9360 -1.3018 1.4732
H -4.4187 -0.3744 -0.2412
H -4.7256 -1.9480 0.6030
H -3.6371 -1.0734 2.7768
H -4.9465 -0.0156 2.1219
H -2.7566 2.1307 3.4909
H -4.3506 1.8199 3.1650
H -1.0524 -1.3653 -2.8381
H -1.6040 -3.8062 -0.9935
H -1.6359 -3.7877 -2.8084
H 0.7059 -3.4293 -3.0677
H 1.0458 -3.0742 -1.2524
H 2.0867 -5.0295 -3.3574
H 2.5500 -5.5977 -1.6283
H 1.5978 -7.8114 -1.9216
H 0.3323 -7.1662 -3.0536
H 2.0641 -7.4556 -3.7210
H -0.2886 0.6492 -0.7609
H -0.5148 0.8993 -2.6228
H -2.0232 2.9200 -2.2703
H -1.8796 2.7440 -0.4612
H -0.3811 4.5806 -1.5765
H 0.6242 3.2017 -2.3531
H 1.8307 4.0512 2.5717
H 0.5454 5.4386 2.6668
H 0.4825 4.2628 4.8879
H 0.4040 2.5980 4.0534
H -1.0144 3.7961 3.9245
H 2.6340 6.0355 -1.2462
H 0.9129 5.9737 -0.5054
H 2.9909 6.1829 1.7292
H 3.1822 7.5613 0.4798
H 1.5810 7.2887 1.3511
H -4.2610 -0.6582 -2.7558
H -3.9480 1.6778 -2.9378
H -2.6161 1.0095 -4.8734
C -1.0386 0.0932 8.3544
C -1.4373 1.1961 7.7161
C -1.8338 1.1623 6.2792
O -2.2109 2.1867 5.7339
C -1.7476 -0.1178 5.5717
C -1.3459 -1.2197 6.2086
C -0.9754 -1.1918 7.6531
O -0.6316 -2.2210 8.2025
O -1.2580 -2.4115 5.5691
O -1.4994 2.3940 8.3488
H -0.7505 0.1036 9.3969
H -2.0208 -0.1253 4.5249
H -0.9476 -3.0457 6.2443
H -1.8152 3.0275 7.6775
C -0.9128 5.3656 -5.5041
C -0.4244 6.3968 -6.1991
C -0.6516 7.8057 -5.7637
O -0.1756 8.7174 -6.4114
C -1.4549 8.0311 -4.5581
C -1.9450 7.0001 -3.8670
C -1.6943 5.5919 -4.2878
O -2.1445 4.6744 -3.6179
O -2.6930 7.1907 -2.7497
O 0.2981 6.2063 -7.3270
H -0.7534 4.3396 -5.8077
H -1.6276 9.0570 -4.2622
H -2.9245 6.2967 -2.4361
H 0.5351 7.1012 -7.6385
C 6.3204 -8.2518 0.5309
C 5.9272 -7.1476 -0.1069
C 5.5557 -7.1732 -1.5510
O 5.1827 -6.1469 -2.0940
C 5.6607 -8.4475 -2.2655
C 6.0574 -9.5521 -1.6287
C 6.4026 -9.5321 -0.1780
O 6.7425 -10.5628 0.3720
O 6.1626 -10.7385 -2.2743
O 5.8474 -5.9528 0.5323
H 6.5903 -8.2468 1.5784
H 5.4054 -8.4490 -3.3165
H 6.4645 -11.3759 -1.5990
H 5.5404 -5.3182 -0.1421

75
Properties=species:S:1:pos:R:3 method="wB97M-V/def2-TZVPD" molar_mass_g_mol=620.81 lumo_ev=0.118 smiles="CCOS(C)(=O)=O.CCOS(C)(=O)=O.CCOS(C)(=O)=O.CCOS(C)(=O)=O.CCOS(C)(=O)=O" fmax_ev_per_a=3.19 gap_ev=10.788 total_energy_ev=-101088.9110 e_homo_ev=-10.67
O -1.4076 -1.0519 1.4401
S -1.5686 -1.1036 0.0225
O -0.8424 -2.0740 -0.7630
O -3.1280 -1.1440 -0.2668
C -3.5132 -1.6290 -1.5535
C -4.6181 -0.6862 -2.0862
C -1.1600 0.5578 -0.6636
H -3.9985 -2.6007 -1.4738
H -2.8034 -1.6708 -2.3755
H -4.3422 0.3674 -2.0392
H -5.5411 -0.7455 -1.5024
H -4.9228 -0.9962 -3.0867
H -0.0908 0.6447 -0.4994
H -1.8250 1.1784 -0.0722
H -1.3603 0.6236 -1.7307
O -0.5514 1.2922 3.1657
S 0.7915 1.3607 3.6721
O 1.6223 2.5192 3.4545
O 0.7303 1.1098 5.2813
C 1.9848 1.0041 5.9705
C 1.6893 1.4419 7.3870
C 1.6739 -0.1610 3.1849
H 2.8231 1.5918 5.5806
H 2.3256 -0.0288 5.8453
H 2.5081 1.6805 8.0640
H 1.0757 0.6895 7.8901
H 1.0606 2.3318 7.3391
H 1.4921 -0.1448 2.1089
H 1.1029 -0.9694 3.6273
H 2.7317 -0.0196 3.3676
O 2.7255 0.4951 -0.0191
S 3.0831 0.9341 -1.3371
O 2.5911 2.1655 -1.8850
O 4.6991 0.9825 -1.5396
C 5.1247 1.4472 -2.8448
C 6.6358 1.4338 -2.8047
C 2.5633 -0.4596 -2.3713
H 4.8041 2.4796 -2.9740
H 4.6749 0.8006 -3.5942
H 7.1034 1.8363 -3.7071
H 7.0267 0.4204 -2.6893
H 7.1134 2.0231 -2.0211
H 3.1908 -1.2855 -2.0521
H 2.6633 -0.2707 -3.4359
H 1.5115 -0.5070 -2.0984
O 2.9987 5.5393 2.4080
S 1.8176 6.3526 2.4128
O 1.9191 7.7906 2.4674
O 0.9056 5.9930 1.1199
C 0.8944 4.6636 0.5738
C -0.3975 3.9458 0.9702
C 0.7318 5.8327 3.7486
H 1.7441 4.0327 0.8236
H 0.8017 4.8416 -0.4983
H -0.6828 3.2043 0.2225
H -1.2574 4.6174 0.9979
H -0.2929 3.4400 1.9268
H -0.1313 6.4704 3.8858
H 1.4240 5.7990 4.5945
H 0.4625 4.7858 3.6276
O -3.8908 -5.3454 -2.1531
S -2.8199 -6.0404 -2.8203
O -1.8361 -6.7857 -2.0806
O -3.4780 -6.9811 -3.9723
C -4.8704 -6.7753 -4.2679
C -5.9026 -7.2375 -3.2457
C -1.8920 -4.8795 -3.8619
H -5.0133 -7.2103 -5.2565
H -5.0079 -5.7057 -4.4721
H -5.5700 -8.2387 -2.9653
H -6.8920 -7.2661 -3.6973
H -5.9527 -6.5469 -2.4100
H -1.6268 -4.0548 -3.2062
H -2.6010 -4.6250 -4.6433
H -1.0333 -5.4798 -4.1435

91
Properties=species:S:1:pos:R:3 method="wB97M-V/def2-TZVPD" total_charge=+1 molar_mass_g_mol=768.09 lumo_ev=-3.367 fmax_ev_per_a=0.78 gap_ev=5.876 total_energy_ev=-124608.3257 e_homo_ev=-9.24
Ba 0.8717 -0.1383 -0.4538
C -1.0950 -0.6292 2.0116
C 0.0706 -0.0037 2.5005
C 1.1555 -0.9166 2.2729
C 0.5846 -2.0799 1.6748
C -0.8001 -1.9126 1.5193
C -1.8113 -2.9475 1.0563
C -3.0829 -2.8481 1.9081
C -1.2366 -4.3588 1.1983
C -2.2004 -2.7159 -0.4055
C 2.6005 -1.0051 2.8008
C 3.3704 -2.0880 2.0314
C 3.4292 0.2765 2.6493
C 2.6025 -1.4529 4.2735
C 0.0314 1.3766 3.1732
C 0.6137 1.3454 4.5951
C 0.7430 2.4493 2.3350
C -1.4172 1.8569 3.3405
H -2.0878 -0.2138 2.1027
H 1.1312 -2.9814 1.4383
H -2.8483 -2.9406 2.9693
H -3.7848 -3.6407 1.6378
H -3.5899 -1.8915 1.7607
H -0.9154 -4.5470 2.2235
H -0.3750 -4.5068 0.5423
H -1.9891 -5.1037 0.9296
H -2.6116 -1.7071 -0.5211
H -2.9662 -3.4302 -0.7276
H -1.3405 -2.8127 -1.0722
H 3.2686 -1.9286 0.9569
H 3.0030 -3.0900 2.2520
H 4.4278 -2.0572 2.2998
H 3.5089 0.5828 1.5970
H 4.4474 0.1050 3.0073
H 3.0298 1.1161 3.2058
H 2.0764 -2.4045 4.3662
H 2.1061 -0.7403 4.9258
H 3.6274 -1.5871 4.6322
H 1.6804 1.1471 4.6196
H 0.1160 0.5774 5.1902
H 0.4518 2.3102 5.0829
H 1.7576 2.1748 2.0587
H 0.7963 3.3940 2.8840
H 0.1799 2.6395 1.4184
H -1.9834 1.1902 3.9933
H -1.9423 1.9370 2.3879
H -1.4122 2.8501 3.7953
Br -6.2331 2.9369 0.5132
C -4.4046 2.8126 0.0703
C -3.7542 1.5955 0.1723
C -2.4063 1.5108 -0.1462
C -1.7165 2.6298 -0.5980
C -2.3773 3.8565 -0.6583
C -3.7160 3.9516 -0.3257
N -0.3572 2.4459 -0.9699
C 0.2443 3.2825 -1.7078
C 1.6373 3.0930 -2.1741
C 2.2167 4.0971 -2.9379
C 3.5147 3.9333 -3.3955
C 4.1868 2.7682 -3.0835
C 3.5333 1.8090 -2.3172
N 2.2934 1.9679 -1.8677
H -4.2829 0.7216 0.5308
H -1.9170 0.5591 0.0561
H -1.8480 4.7566 -0.9412
H -4.2242 4.9049 -0.3650
H -0.2361 4.1914 -2.0752
H 1.6567 4.9944 -3.1667
H 3.9891 4.7047 -3.9875
H 5.1995 2.5934 -3.4189
H 4.0264 0.8765 -2.0591
O -0.2777 -1.0407 -2.6150
S -1.1887 -0.2017 -3.4889
C -0.8560 -0.7200 -5.1962
C -1.8048 -1.8688 -5.5051
C -3.1425 -1.4290 -4.9171
C -2.8364 -0.9784 -3.4909
H 0.2077 -0.9472 -5.2450
H -1.0640 0.1471 -5.8269
H -1.4591 -2.7844 -5.0210
H -1.8619 -2.0561 -6.5765
H -3.8808 -2.2299 -4.9090
H -3.5572 -0.6061 -5.5029
H -2.7249 -1.8327 -2.8218
H -3.5485 -0.2787 -3.0575
N 4.1016 -1.7140 -1.5732
N 2.6998 -2.0379 -1.5224
H 4.6330 -2.4690 -1.9937
H 4.4373 -1.6145 -0.6235
H 2.5269 -2.9924 -1.2137
H 2.3801 -1.9883 -2.4853

16
Properties=species:S:1:pos:R:3 method="wB97M-V/def2-TZVPD" molar_mass_g_mol=86.13 lumo_ev=0.985 smiles=OCC1CCC1 fmax_ev_per_a=0.82 gap_ev=10.985 total_energy_ev=-7393.6559 e_homo_ev=-10.00
O 2.7276 0.0421 0.1058
C 1.4874 -0.5236 0.5310
C 0.3072 -0.1446 -0.3363
C -0.9925 -0.9286 -0.0348
C -1.7855 0.3313 -0.3510
C -0.4935 1.1629 -0.1484
H 2.9333 0.8013 0.6609
H 1.5932 -1.6057 0.4820
H 1.2881 -0.2662 1.5833
H 0.6019 -0.2600 -1.3862
H -1.0295 -1.1871 1.0347
H -1.1579 -1.8437 -0.6117
H -2.1171 0.3512 -1.3932
H -2.6392 0.5651 0.2888
H -0.4233 1.5462 0.8771
H -0.3028 1.9836 -0.8462

10
Properties=species:S:1:pos:R:3 method="wB97M-V/def2-TZVPD" molar_mass_g_mol=71.08 lumo_ev=1.034 fmax_ev_per_a=1.41 gap_ev=11.185 total_energy_ev=-6727.9709 e_homo_ev=-10.15
C 1.3305 -0.4074 0.2191
C 0.2210 0.2868 -0.5221
O -0.4740 1.3607 0.1797
N -2.2096 -0.3726 0.0422
C -1.1431 0.2332 -0.0767
H -2.9543 0.1243 0.5241
H 0.4165 0.5251 -1.5635
H 1.0468 -0.5762 1.2552
H 1.5283 -1.3667 -0.2532
H 2.2380 0.1929 0.1950